Formula: C35H39N2O5PSTi
Source: the Open Molecules 2025 dataset
Level of theory: ωB97M-V with the def2-TZVPD basis set

```
84
Properties=species:S:1:pos:R:3:forces:R:3:mulliken_spin:R:1
C -2.36322 4.37311 0.22554 0.025 0.015 -0.193 -0.028
H -0.70894 1.71529 2.99216 0.502 0.659 -0.142 -0.016
H 5.29354 -2.26413 -3.06865 -0.690 -0.817 0.486 0.000
C -1.67764 -2.02750 0.96103 -0.690 -0.639 0.551 -0.071
C 4.64111 0.51101 -4.76787 -0.414 0.068 -1.100 0.000
C -4.25496 -1.03435 1.73683 -0.106 -0.212 -0.794 0.036
H -0.29148 -0.50377 2.69147 0.289 0.045 0.077 -0.005
H -5.30957 1.69184 1.26636 -1.074 -0.390 -0.466 0.011
C -3.26275 1.24238 1.17489 1.066 2.119 0.460 0.267
H 4.76918 0.95365 -5.77845 -0.225 -0.638 0.675 0.000
H -4.51533 1.69556 2.83021 -0.001 0.436 -0.529 0.012
C -1.55043 6.03846 1.86536 -1.293 0.489 -1.633 0.003
C 4.92600 -0.83768 -4.48850 0.359 0.957 0.177 0.000
C -0.19507 2.69388 2.84653 0.600 -0.473 0.614 0.045
C -2.03413 -3.03396 0.03462 0.418 0.197 1.891 -0.024
C 4.09714 0.79917 -2.46004 -1.583 -0.797 0.781 0.000
H 3.73629 1.39752 -1.62345 -0.168 0.289 -0.434 0.000
C -3.16780 -0.14477 1.23035 1.053 -1.055 -0.558 0.196
H -3.68939 3.15081 -1.09214 0.748 1.107 0.015 0.000
H 5.24626 -1.56359 -5.22523 0.281 0.414 -0.248 0.000
C -4.40467 1.94842 1.75338 0.054 1.548 0.957 0.011
H 3.90433 2.33685 -3.88900 -0.118 1.291 -0.385 0.000
C 4.25530 -2.64381 -0.27012 -0.152 0.602 1.226 0.000
N -2.00225 -0.63396 0.77246 -0.632 -0.702 -0.033 0.252
H 3.50219 0.63108 0.38617 -0.407 -1.657 -0.119 0.000
P 3.11207 -1.51270 -1.14198 0.429 -0.025 1.249 0.000
H -2.76268 -3.61857 -1.85039 0.172 0.458 -0.062 0.000
N -2.17360 1.95542 0.76055 0.299 -2.287 -0.682 0.226
C 2.86130 -0.30441 0.25028 -1.185 1.411 1.438 0.006
C 4.80537 -1.31592 -3.19984 0.465 -0.173 -0.674 0.000
C -1.84337 3.28645 1.00104 -0.565 3.127 0.824 -0.051
H -4.68826 -1.57133 0.86371 0.101 0.254 0.563 0.015
H -0.83510 -5.76798 1.56499 -0.061 0.215 0.919 0.000
C 3.78043 -3.91557 -0.08341 0.231 -1.467 0.687 0.000
C -1.12333 -4.71967 1.52031 0.075 0.303 0.546 -0.003
H -3.88112 4.93869 -1.16119 -0.088 -0.089 -0.159 0.000
Ti -0.98671 0.71484 -0.36988 1.583 -0.007 -0.541 1.073
C 6.12669 -3.18491 1.16362 0.112 -0.109 -0.064 0.000
H -0.64072 -3.97231 3.49530 0.480 -0.372 0.588 0.000
H -2.66589 6.52313 0.05852 0.278 -0.614 0.410 0.000
C -0.90854 5.02275 2.50461 0.307 -0.914 0.778 0.001
C -2.94227 1.76879 -3.83628 -0.065 -0.488 0.152 0.001
H -0.33293 5.19510 3.41350 -0.121 0.121 -0.170 0.000
H 2.75232 -0.94372 1.18347 0.732 0.798 -0.861 0.000
O -1.76280 0.06328 -2.15672 -1.175 -1.193 0.093 0.031
C -2.19606 5.71792 0.65620 -0.319 -0.539 0.011 0.000
H -1.74194 -0.76324 3.54712 -0.770 0.223 0.597 -0.001
O -0.65172 0.70534 -4.23640 0.187 -0.066 -0.300 0.000
H -2.04679 -5.12236 -0.33743 0.130 -0.558 -0.592 0.000
H 6.43642 -5.21144 1.71159 -0.711 -0.171 -0.111 0.000
H 5.47417 -1.13288 0.64617 0.590 -0.738 -0.239 0.000
H -3.84678 -1.79783 2.39416 -0.017 -0.017 0.141 0.006
C -2.82923 -2.76492 -1.16035 -1.491 0.950 -1.837 -0.004
H 7.07959 -2.89512 1.61620 -0.440 -0.059 0.080 0.000
O 0.93966 1.36831 0.22380 1.438 -1.260 -0.038 -0.006
C 4.48904 -4.86728 0.68101 0.108 0.712 -0.118 0.000
C -1.71069 -4.37628 0.34293 -0.437 1.767 -0.332 0.007
H -2.46016 4.21432 -1.99606 -0.784 -0.273 1.262 0.000
H -3.93662 -2.63714 -1.02049 0.739 -0.322 0.548 0.002
H -2.73867 2.59991 -4.56244 -0.128 -0.893 0.877 0.000
C -0.94991 -3.72132 2.50844 0.402 -0.251 -0.625 0.004
C 4.16642 1.33165 -3.75852 1.369 -1.827 1.362 0.000
C 4.21503 -0.58365 -2.16363 1.036 1.604 -2.213 0.000
H -3.59072 2.02627 -2.99394 0.001 0.267 -0.403 -0.001
C -3.13990 4.14305 -1.08280 0.367 -0.547 -0.160 0.001
C -1.02184 3.68439 2.10830 -0.516 -0.420 -1.037 -0.058
H -5.03540 -0.47051 2.22977 -0.141 -0.040 0.122 -0.002
S -1.44290 1.13097 -3.13363 1.999 2.190 1.086 -0.003
C -1.14969 -2.37508 2.24732 -0.659 -0.085 -1.540 0.002
H 3.99834 -5.79250 0.87621 0.019 -0.753 -0.024 0.000
H 2.79112 -4.22226 -0.40725 0.117 0.194 -0.462 0.000
O 0.53514 -0.75843 -0.01835 0.820 1.061 -0.086 -0.003
H -0.24214 -1.67018 4.07256 -0.767 0.603 -0.642 -0.001
H -2.59237 -1.80287 -1.66503 0.296 -0.952 0.177 0.003
O -0.80496 2.13369 -2.17710 -0.861 -0.769 -1.102 0.007
C 1.42613 0.16173 0.15336 -2.466 0.240 -0.366 0.004
H 0.77239 2.55470 2.29598 -0.880 -0.169 0.481 0.002
H -3.33261 0.85598 -4.32639 -0.029 0.699 -0.049 0.000
C 5.72303 -4.54640 1.21769 0.530 1.363 -0.171 0.000
C 5.34889 -2.22415 0.53131 -0.393 -0.032 -0.778 0.000
C -0.85910 -1.26495 3.22346 1.412 -1.175 0.081 0.042
H -4.26445 3.04568 1.59030 -0.166 -0.827 0.525 0.007
H 0.04671 3.14026 3.83198 -0.059 -0.551 -0.376 0.001
H -1.69203 7.05374 2.24987 0.623 -0.383 -0.060 0.000
```
Positions in Å, forces in eV/Å.

**Expectation value of S²**: 2.01
**Total charge**: 0
**Highest occupied orbital energy (alpha / beta)**: -7.235 / -8.088 eV
**2S+1**: 3
**Gap between HOMO and LUMO (alpha / beta)**: 0.2802 / 0.2673 Ha



Formula: C7H12O3
Source: the Open Molecules 2025 dataset
Level of theory: ωB97M-V with the def2-TZVPD basis set

```
22
Properties=species:S:1:pos:R:3:forces:R:3:nbo_charge:R:1
H -0.22562 -2.89088 0.11276 -0.052 0.222 0.107 0.195
H 1.79487 1.05843 2.70321 0.044 -0.001 0.035 0.470
H 2.19955 0.37531 -1.70948 0.112 0.206 0.314 0.232
H -0.40996 -1.95396 1.63928 -0.066 0.041 -0.242 0.206
C -1.44652 1.71317 -0.18997 -0.401 -2.476 -3.845 0.216
C 0.58181 -0.04890 -0.43732 -3.301 1.473 -0.453 0.384
C 1.72060 0.81508 -0.82151 0.177 0.178 -0.941 -0.667
C -0.85619 -0.64856 -1.48077 1.628 -2.194 -1.594 -0.423
O 1.30081 0.23543 2.65328 0.124 -0.115 0.034 -0.947
H -2.53116 1.61465 0.05940 0.613 0.415 0.618 0.146
C -0.30686 -1.88762 0.54959 0.140 -0.125 0.221 -0.072
H -0.38615 -1.43641 -2.07850 -0.064 -0.222 0.194 0.222
H 1.81553 -0.35046 2.07887 -0.199 0.184 0.071 0.479
C -0.76931 0.38586 -0.00905 0.241 2.574 2.368 -0.132
H 1.38094 1.82416 -1.07930 -0.082 -0.306 0.044 0.270
H -0.84790 1.30127 1.06823 0.166 -0.176 0.293 0.158
H -1.50212 -0.06775 -2.14174 0.406 0.465 0.506 0.256
H -2.41657 -1.21018 0.10553 0.306 0.055 -0.155 0.249
C -1.36203 -1.02569 -0.10809 -0.166 1.349 0.385 -0.268
O -1.11486 2.47961 -1.15187 0.254 -0.072 2.462 -0.680
O 0.91842 -1.16835 0.25573 0.347 -1.301 -0.353 -0.521
H 2.46271 0.88579 -0.01828 -0.229 -0.174 -0.069 0.227
```
Positions in Å, forces in eV/Å.

**Total charge**: 0
**Highest occupied orbital energy**: -8.062 eV
**Gap between HOMO and LUMO**: 0.3209 Ha



no.,E_tot (eV)
1,-93386.48325
2,-13590.40925